Formula: C43H62N4O2Pt
Source: the OMol25 dataset
Level of theory: ωB97M-V with the def2-TZVPD basis set

Each line ends with the Löwdin charge.
Geometry (Å):
Pt  0.099  -0.154  -0.210  1.22
C  -0.555  -3.212  -0.378  -0.07
N  0.034  -2.300  0.622  -0.35
C  1.419  -2.714  0.921  -0.07
C  -0.773  -2.285  1.854  -0.17
C  -0.696  -0.949  2.565  -0.15
N  -1.074  0.186  1.691  -0.24
C  -2.520  0.138  1.383  -0.11
C  -2.999  0.949  0.206  -0.12
C  -3.895  1.947  0.421  0.03
C  -4.554  2.616  -0.643  -0.10
C  -4.289  2.190  -1.956  0.06
C  -3.414  1.171  -2.265  -0.03
C  -2.704  0.528  -1.159  -0.27
O  -1.833  -0.359  -1.379  -0.09
C  -3.144  0.760  -3.711  -0.52
C  -1.656  0.986  -4.048  -0.03
C  -3.970  1.585  -4.702  -0.05
C  -3.514  -0.722  -3.916  -0.02
C  -5.545  3.716  -0.320  -0.55
C  -6.094  4.404  -1.570  -0.05
C  -6.721  3.081  0.454  -0.02
C  -4.862  4.773  0.566  -0.03
C  -0.779  1.454  2.373  -0.12
C  0.639  2.012  2.423  -0.08
C  0.741  3.176  3.122  0.02
C  1.966  3.842  3.334  -0.09
C  3.135  3.259  2.813  0.06
C  3.135  2.082  2.108  -0.03
C  1.847  1.425  1.860  -0.25
O  1.820  0.377  1.154  -0.11
C  4.430  1.493  1.545  -0.52
C  5.647  2.346  1.917  -0.06
C  4.662  0.083  2.123  -0.02
C  4.368  1.439  0.005  -0.02
C  1.974  5.153  4.097  -0.55
C  1.324  4.940  5.478  -0.03
C  3.383  5.707  4.299  -0.05
C  1.147  6.177  3.293  -0.03
H  -0.619  -4.232  0.011  0.11
H  -1.549  -2.867  -0.653  0.08
H  0.068  -3.220  -1.271  0.09
H  1.440  -3.736  1.311  0.11
H  2.016  -2.678  0.012  0.09
H  1.862  -2.043  1.652  0.07
H  -1.800  -2.533  1.597  0.12
H  -0.431  -3.062  2.545  0.14
H  -1.344  -0.974  3.449  0.15
H  0.323  -0.769  2.907  0.13
H  -2.792  -0.897  1.193  0.13
H  -3.079  0.457  2.270  0.14
H  -4.136  2.220  1.443  0.12
H  -4.797  2.693  -2.763  0.09
H  -1.384  2.040  -3.926  0.09
H  -1.012  0.379  -3.414  0.06
H  -1.478  0.711  -5.090  0.10
H  -3.735  2.651  -4.646  0.09
H  -3.737  1.251  -5.714  0.10
H  -5.044  1.448  -4.555  0.10
H  -2.930  -1.380  -3.274  0.07
H  -4.576  -0.888  -3.715  0.10
H  -3.324  -0.996  -4.956  0.10
H  -6.663  3.716  -2.200  0.09
H  -6.773  5.202  -1.266  0.10
H  -5.299  4.857  -2.169  0.10
H  -7.209  2.309  -0.144  0.10
H  -6.396  2.634  1.396  0.08
H  -7.458  3.852  0.684  0.10
H  -4.000  5.212  0.056  0.09
H  -5.569  5.574  0.784  0.10
H  -4.529  4.360  1.521  0.08
H  -1.414  2.217  1.922  0.11
H  -1.122  1.365  3.411  0.15
H  -0.163  3.604  3.547  0.13
H  4.072  3.764  2.976  0.09
H  5.785  2.416  2.999  0.10
H  6.542  1.876  1.505  0.10
H  5.585  3.355  1.500  0.09
H  4.717  0.117  3.214  0.10
H  3.874  -0.609  1.832  0.06
H  5.614  -0.306  1.753  0.10
H  4.209  2.437  -0.415  0.10
H  5.318  1.059  -0.378  0.10
H  3.566  0.785  -0.334  0.05
H  1.857  4.175  6.047  0.10
H  1.366  5.873  6.043  0.10
H  0.275  4.647  5.403  0.08
H  4.015  5.014  4.862  0.10
H  3.872  5.941  3.351  0.09
H  3.321  6.632  4.872  0.10
H  0.113  5.850  3.161  0.08
H  1.133  7.129  3.827  0.10
H  1.588  6.345  2.307  0.09
N  1.535  -0.434  -2.022  0.03
C  1.825  0.812  -2.701  -0.25
C  2.654  0.860  -3.784  0.01
C  2.930  2.079  -4.438  -0.03
C  2.356  3.234  -3.998  0.00
C  1.475  3.213  -2.890  -0.14
C  0.814  4.372  -2.428  0.02
C  -0.064  4.279  -1.388  -0.02
C  -0.268  3.024  -0.791  -0.10
N  0.347  1.928  -1.173  0.04
C  1.210  1.994  -2.230  -0.18
H  2.389  -0.801  -1.612  0.09
H  1.209  -1.125  -2.688  0.11
H  3.113  -0.054  -4.147  0.13
H  3.598  2.085  -5.289  0.12
H  2.559  4.177  -4.492  0.13
H  1.003  5.321  -2.916  0.13
H  -0.599  5.142  -1.019  0.12
H  -0.977  2.928  0.022  0.10

Atoms 1-6, force components in eV/Å:
Pt 0.1 0.1 0.1
C 0.0 0.0 0.1
N 0.2 0.0 -0.2
C -0.1 0.0 0.0
C 0.0 0.0 0.0
C 0.0 0.0 0.0

Values from the calculation:
<S²>: 6.06
HOMO (spin up / spin down): -12.5 / -14.0 eV
Net charge: +2
HOMO-LUMO gap (spin up / spin down): 7.34 / 6.80 eV
Multiplicity: 5
Maximum force: 0.34 eV/A

---

Formula: C43H64ClO24P
Source: the OMol25 dataset
Level of theory: ωB97M-V with the def2-TZVPD basis set

Each line ends with the Löwdin charge.
Geometry (Å):
C  3.409  -3.176  1.141  0.10
C  2.513  -4.221  1.519  -0.05
C  1.259  -5.149  2.035  -0.24
O  0.133  -4.397  2.617  -0.26
P  -0.094  -2.848  1.855  0.70
O  -1.590  -2.382  2.237  -0.41
O  0.951  -1.596  2.542  -0.20
O  -0.052  -2.881  0.104  -0.69
Cl  -1.449  -3.741  -0.356  0.71
H  4.230  -2.314  1.050  0.08
H  0.925  -5.935  1.201  0.12
H  1.691  -5.823  2.920  0.14
H  0.935  -1.718  3.552  0.10
O  5.950  -2.867  1.527  0.05
C  6.882  -2.361  0.923  -0.42
O  6.756  -1.671  -0.248  0.02
C  8.053  -1.317  -0.725  -0.16
C  8.946  -1.351  0.488  -0.16
C  8.323  -2.440  1.325  -0.08
H  8.356  -2.044  -1.486  0.13
H  8.020  -0.322  -1.179  0.13
H  9.996  -1.533  0.244  0.12
H  8.882  -0.396  1.022  0.12
H  8.713  -3.428  1.063  0.14
H  8.447  -2.245  2.392  0.13
O  1.321  1.020  6.450  0.10
C  0.193  0.682  6.133  -0.46
O  -0.109  -0.037  5.011  0.01
C  -1.527  -0.157  4.900  -0.17
C  -2.055  0.057  6.294  -0.17
C  -1.060  1.027  6.879  -0.09
H  -1.887  0.603  4.198  0.14
H  -1.784  -1.147  4.513  0.11
H  -3.085  0.422  6.313  0.12
H  -2.020  -0.887  6.853  0.12
H  -1.329  2.065  6.665  0.14
H  -0.934  0.873  7.953  0.13
O  -7.545  -2.933  0.905  0.09
C  -6.614  -2.427  0.301  -0.46
O  -6.740  -1.737  -0.870  0.03
C  -5.443  -1.383  -1.347  -0.16
C  -4.550  -1.417  -0.134  -0.17
C  -5.172  -2.506  0.703  -0.09
H  -5.139  -2.110  -2.108  0.13
H  -5.475  -0.388  -1.801  0.12
H  -3.500  -1.599  -0.378  0.09
H  -4.613  -0.462  0.400  0.12
H  -4.782  -3.494  0.441  0.12
H  -5.049  -2.311  1.770  0.13
O  4.385  1.748  -2.710  0.08
C  3.556  0.865  -2.562  -0.46
O  2.529  0.620  -3.428  0.03
C  1.696  -0.406  -2.890  -0.16
C  2.566  -1.151  -1.912  -0.16
C  3.483  -0.072  -1.395  -0.09
H  0.834  0.064  -2.405  0.13
H  1.341  -1.053  -3.696  0.13
H  1.997  -1.655  -1.127  0.10
H  3.155  -1.910  -2.443  0.13
H  3.049  0.455  -0.540  0.14
H  4.469  -0.468  -1.145  0.12
O  -3.276  2.123  -0.833  0.09
C  -4.309  2.695  -1.140  -0.46
O  -5.536  2.400  -0.619  0.02
C  -6.526  3.185  -1.280  -0.16
C  -5.783  4.364  -1.851  -0.20
C  -4.429  3.781  -2.165  -0.07
H  -6.995  2.573  -2.058  0.12
H  -7.292  3.493  -0.563  0.13
H  -6.281  4.808  -2.718  0.08
H  -5.679  5.143  -1.086  0.11
H  -4.400  3.334  -3.163  0.14
H  -3.636  4.523  -2.049  0.12
O  7.824  2.497  1.259  0.09
C  6.791  3.069  0.952  -0.46
O  5.564  2.774  1.473  0.03
C  4.574  3.559  0.811  -0.17
C  5.317  4.738  0.241  -0.17
C  6.671  4.155  -0.074  -0.09
H  4.105  2.947  0.034  0.12
H  3.808  3.867  1.529  0.13
H  4.819  5.182  -0.626  0.12
H  5.421  5.517  1.006  0.12
H  6.700  3.708  -1.072  0.14
H  7.464  4.897  0.043  0.13
O  9.835  -5.537  3.357  0.11
C  10.550  -4.634  3.757  -0.45
O  10.501  -3.350  3.294  0.00
C  11.545  -2.592  3.902  -0.17
C  11.893  -3.336  5.165  -0.17
C  11.632  -4.772  4.785  -0.09
H  12.389  -2.539  3.206  0.13
H  11.192  -1.578  4.110  0.13
H  12.915  -3.153  5.505  0.12
H  11.210  -3.040  5.970  0.13
H  12.507  -5.236  4.322  0.14
H  11.290  -5.358  5.641  0.13
O  -7.334  4.101  -4.400  0.09
C  -8.463  3.763  -4.717  -0.44
O  -8.765  3.045  -5.838  0.03
C  -10.182  2.925  -5.950  -0.17
C  -10.710  3.138  -4.555  -0.17
C  -9.715  4.108  -3.970  -0.08
H  -10.543  3.684  -6.652  0.13
H  -10.439  1.934  -6.336  0.13
H  -11.741  3.503  -4.536  0.12
H  -10.675  2.195  -3.997  0.13
H  -9.985  5.146  -4.184  0.14
H  -9.589  3.954  -2.896  0.13
O  -5.694  6.872  -2.024  0.08
C  -4.880  7.281  -2.835  -0.43
O  -3.645  6.734  -3.030  0.02
C  -2.924  7.528  -3.972  -0.16
C  -3.976  8.276  -4.749  -0.17
C  -5.065  8.473  -3.725  -0.08
H  -2.256  8.200  -3.423  0.13
H  -2.324  6.880  -4.617  0.13
H  -3.608  9.210  -5.182  0.12
H  -4.350  7.648  -5.566  0.13
H  -4.912  9.384  -3.139  0.14
H  -6.055  8.471  -4.187  0.13
O  -0.730  -6.965  -0.075  0.07
C  -1.858  -7.303  -0.392  -0.47
O  -2.160  -8.021  -1.514  0.03
C  -3.578  -8.141  -1.625  -0.17
C  -4.106  -7.927  -0.231  -0.16
C  -3.111  -6.957  0.354  -0.09
H  -3.938  -7.382  -2.327  0.13
H  -3.835  -9.132  -2.012  0.13
H  -5.136  -7.562  -0.212  0.12
H  -4.071  -8.871  0.328  0.12
H  -3.380  -5.919  0.140  0.11
H  -2.985  -7.111  1.429  0.14

Atoms 1-6, force components in eV/Å:
C -6.9 -7.0 3.1
C 4.9 7.4 -2.2
C 2.6 -1.6 -0.1
O 1.5 2.7 -3.1
P -5.5 2.6 3.6
O 5.6 -2.0 -1.3

Values from the calculation:
HOMO: -8.9 eV
ΔE to the lowest compared entry with this formula, charge and spin: 6.032 eV
HOMO-LUMO gap: 8.24 eV
Multiplicity: 1
Maximum force: 10.31 eV/A

---

For each record above, in turn, the calculated calculated total energy values are -2164.0321, -4284.0748 Ha.